Computed, not measured: C16H23BN6O4S2TeV as an isolated structure, with wB97M-V/def2-TZVPD.

Each line ends with the Mulliken charge.
Positions of all 54 atoms, in Å:
1 Te 0.2242 0.8612 2.3508  0.437
2 V 0.3251 0.5358 -0.6271  0.745
3 S 0.2913 -1.9333 -0.5935  -0.354
4 S -1.7731 0.6670 -1.9365  -0.487
5 O 2.1036 4.2154 -0.2540  -0.891
6 O 4.5787 4.4563 0.5116  -0.543
7 O 0.6858 2.5299 -0.6835  -0.458
8 O 6.1666 3.0148 1.1146  -0.634
9 N 4.5427 0.8457 0.7195  0.006
10 N -3.2233 1.3492 0.2288  0.365
11 N -0.4620 -2.5268 -3.1277  0.312
12 N -3.1580 -0.8187 -0.0295  0.585
13 N -2.1465 -2.4645 -1.7529  0.145
14 N 2.4786 0.6557 0.0462  0.058
15 C -2.9433 2.7571 0.0184  -0.829
16 C -3.9759 0.8025 1.2432  -0.536
17 C -2.6320 -2.7557 -3.0064  -0.452
18 C -2.7386 0.3435 -0.5469  -0.105
19 C 0.4143 -1.2025 2.8616  -0.843
20 C -0.8205 -2.3208 -1.8405  -0.655
21 C -1.5398 1.1345 3.5285  -1.031
22 C 5.0385 3.2564 0.7436  0.496
23 C 4.1082 2.1260 0.4997  0.001
24 C 1.7986 3.0160 -0.3224  0.633
25 C -3.9285 -0.5369 1.0776  -0.783
26 C 0.8890 -2.4310 -3.6354  -0.814
27 C -1.5947 -2.7967 -3.8688  -0.473
28 C 3.5473 -0.0160 0.4378  0.080
29 C 2.8131 1.9939 0.0755  0.351
30 C 3.6740 -1.4913 0.5702  -1.196
31 B -3.0454 -2.3243 -0.5022  0.157
32 H -2.2630 0.3588 3.2979  0.255
33 H 1.2156 -1.6210 2.2576  0.116
34 H -3.3764 3.3212 0.8415  0.336
35 H -0.5093 -1.7178 2.6104  0.253
36 H 3.7984 -1.7740 1.6171  0.306
37 H -4.4739 1.4110 1.9769  0.470
38 H -1.9604 2.1107 3.2960  0.286
39 H 2.7859 -1.9756 0.1726  0.132
40 H 0.6459 -1.3071 3.9182  0.415
41 H -2.6080 -2.9624 0.4194  -0.118
42 H 1.2734 -1.4205 -3.4997  0.252
43 H 3.6190 4.4307 0.1813  0.474
44 H -4.1504 -2.6774 -0.8287  -0.188
45 H -4.3890 -1.3272 1.6440  0.532
46 H 5.4770 0.6375 1.0402  0.234
47 H -3.6828 -2.9066 -3.1707  0.472
48 H -1.2651 1.1036 4.5797  0.430
49 H -1.8671 2.9251 -0.0246  0.244
50 H 0.8791 -2.6743 -4.6947  0.312
51 H 1.5396 -3.1235 -3.1049  0.330
52 H -3.3774 3.0909 -0.9223  0.308
53 H 4.5427 -1.8505 0.0171  0.433
54 H -1.5516 -2.9943 -4.9245  0.426

- energy above the lowest of the compared OMol25 structures with the same formula, charge and spin (kcal per mole) = 4.61
- frontier orbital gap (alpha / beta) (eV) = 7.7 / 8.4
- LUMO energy (alpha / beta) (eV) = 0.11 / 0.16
- electronic energy (eV) = -89429.2969
- spin multiplicity = 4
- molecular weight (g/mol) = 616.9

=====

Computed, not measured: C30H27Cl5N4OPdSeSi as an isolated structure, with wB97M-V/def2-TZVPD.

Each line ends with the Mulliken charge.
Positions of all 70 atoms, in Å:
1 Pd 0.0805 0.7244 -0.2809  0.088
2 Se 1.3090 2.7714 2.2888  0.373
3 Cl 0.4556 4.9458 -4.0246  -0.197
4 Cl -1.6201 7.5894 0.1942  -0.196
5 Cl 0.3054 2.2861 -2.3961  -0.167
6 Cl -0.5626 7.6168 -2.7455  -0.207
7 Cl -1.7568 4.9158 1.7948  -0.190
8 Si -1.7513 -1.5745 -0.0665  -0.040
9 O -0.8925 2.5979 0.2950  -0.053
10 N 1.8760 1.6358 1.0695  -0.364
11 N 0.9486 -1.2728 -0.5350  1.151
12 N 2.2405 4.1273 1.7378  -0.782
13 N 3.3556 1.7702 -0.7674  -0.017
14 C 1.9480 -1.2243 -1.6319  -0.915
15 C -0.2684 3.7633 -1.7120  1.234
16 C 1.5765 -1.6371 0.7918  -0.518
17 C -1.8103 -2.6183 2.5854  -0.092
18 C -2.9246 -3.7446 -1.5274  -0.304
19 C 4.1366 2.5534 -1.4625  -0.362
20 C -3.0713 -2.8607 -0.4521  0.536
21 C -5.0268 -4.7979 -1.0194  -0.432
22 C -4.2324 -2.9664 0.3233  -0.193
23 C -1.4820 -1.4001 4.6327  -0.561
24 C -1.8588 0.0944 -0.8518  -1.237
25 C -0.6246 6.1403 -1.8544  0.433
26 C 2.7240 2.3334 0.2902  0.263
27 C -1.1141 6.1208 -0.5466  0.007
28 C -0.7950 3.6905 -0.3991  -1.235
29 C -1.6469 -1.4580 1.8191  0.508
30 C 3.3472 -2.9422 -0.4022  -0.709
31 C 3.7535 4.5210 -0.1330  -0.576
32 C 4.3643 3.9314 -1.1925  -0.543
33 C 2.7351 -2.5260 -1.7591  -0.755
34 C -1.7267 -2.5952 3.9715  -0.717
35 C -0.1699 -2.1919 -0.8641  -1.341
36 C -1.3368 -0.2303 3.8988  -0.738
37 C -5.1995 -3.9235 0.0462  -0.669
38 C -3.8884 -4.7051 -1.8092  -0.699
39 C 3.0720 -1.8883 0.6714  -0.883
40 C -1.1896 4.9302 0.1624  0.356
41 C 2.9015 3.7134 0.6576  0.595
42 C -1.4240 -0.2589 2.5110  -0.492
43 C -0.1901 4.9499 -2.4261  -0.228
44 H 3.8963 5.5663 0.1095  0.492
45 H -2.0445 -3.6862 -2.1612  0.264
46 H 0.0694 -3.2401 -0.6359  0.527
47 H 5.0281 4.4947 -1.8345  0.406
48 H 3.5859 -0.9517 0.4417  0.295
49 H -1.4210 -1.3783 5.7147  0.374
50 H -1.1692 0.7119 4.4087  0.453
51 H -4.3839 -2.2900 1.1598  0.390
52 H 3.4384 -2.2309 1.6402  0.474
53 H -3.7489 -5.3839 -2.6436  0.390
54 H -1.9981 -3.5642 2.0857  0.439
55 H 2.0796 -3.3143 -2.1341  0.245
56 H 2.6127 -0.3926 -1.4373  0.121
57 H -1.3614 0.6774 1.9719  0.616
58 H -0.3361 -2.1239 -1.9450  0.618
59 H 3.5107 -2.3781 -2.5121  0.491
60 H 2.9051 -3.8863 -0.0724  0.305
61 H 1.3865 -0.8589 1.5174  -0.185
62 H -5.7774 -5.5483 -1.2351  0.372
63 H 4.6345 2.0877 -2.3088  0.429
64 H 1.0910 -2.5441 1.1583  0.511
65 H -2.5089 0.8307 -0.3856  0.574
66 H -1.9354 0.1262 -1.9371  0.483
67 H -1.8623 -3.5104 4.5369  0.403
68 H 4.4198 -3.1153 -0.4963  0.421
69 H -6.0867 -3.9927 0.6655  0.388
70 H 1.4099 -1.0115 -2.5535  0.576

- energy above the lowest of the compared OMol25 structures with the same formula, charge and spin (kcal per mole) = 5.76
- frontier orbital gap (eV) = 6.3
- LUMO energy (eV) = -1.43
- electronic energy (eV) = -178871.9497
- spin multiplicity = 1
- molecular weight (g/mol) = 850.3

=====

Computed, not measured: a 2-piece molecular cluster, C3H6ClP overall, with wB97M-V/def2-TZVPD.

Each line ends with the Mulliken charge.
Positions of all 11 atoms, in Å:
1 Cl -2.9323 -1.7761 0.4302  -0.133
2 P 0.2559 -0.2317 -1.3049  -0.020
3 C 2.1534 1.0128 0.4202  -0.928
4 C -2.5789 -0.8058 -0.9731  -0.615
5 C 0.7798 0.5626 0.0707  -0.042
6 H 2.2004 1.5440 1.3182  0.328
7 H -3.1700 0.1456 -0.7729  0.246
8 H 2.5593 1.7450 -0.3508  0.271
9 H 0.0502 0.5493 0.8575  0.305
10 H -2.9504 -1.1828 -1.8856  0.341
11 H 2.9474 0.1496 0.5062  0.248

- energy above the lowest of the compared OMol25 structures with the same formula, charge and spin (kcal per mole) = 80.58
- frontier orbital gap (alpha / beta) (eV) = 7.7 / 8.1
- LUMO energy (alpha / beta) (eV) = -0.49 / -0.59
- electronic energy (eV) = -25015.2594
- spin multiplicity = 1
- molecular weight (g/mol) = 108.5

=====

Q: Look up the energy above the lowest of the compared OMol25 structures with the same formula, charge and spin of the third one.
A: 80.58 kcal per mole